105
Properties=species:S:1:pos:R:3 method="wB97M-V/def2-TZVPD" smiles="C#CC1=C(CCCC)C(=O)C(CC=C)=CC1=O.CN(C)C=O.CN(C)C=O.CN(C)C=O.CN(C)C=O.CN(C)C=O.CN(C)C=O" orbital_gap_ev=7.08 lumo_energy_ha=-0.0051 homo_energy_ev=-7.221
C -2.534 -4.037 1.710
C -2.569 -3.116 0.899
C -2.157 -1.773 0.221
C -2.863 -0.591 0.430
C -4.137 -0.496 1.361
C -5.382 -0.169 0.415
C -6.777 -0.118 1.189
C -7.080 1.402 1.540
C -2.245 0.674 -0.323
O -2.944 1.499 -0.888
C -0.653 0.726 -0.302
C 0.176 2.052 -0.042
C 0.587 2.044 1.506
C 1.759 1.323 1.853
C 0.052 -0.461 -0.505
C -0.860 -1.747 -0.708
O -0.605 -2.616 -1.529
H -2.462 -4.875 2.454
H -3.948 0.322 2.133
H -4.334 -1.441 1.946
H -5.245 0.853 -0.066
H -5.378 -0.954 -0.403
H -7.568 -0.440 0.433
H -6.845 -0.831 2.060
H -8.051 1.575 2.093
H -6.191 1.794 2.134
H -7.079 2.000 0.572
H 1.106 2.009 -0.682
H -0.477 2.946 -0.258
H -0.009 2.538 2.325
H 2.693 1.841 2.226
H 1.795 0.183 1.829
H 1.178 -0.508 -0.514
C -9.392 -2.352 0.936
O -8.505 -2.850 1.604
N -10.054 -2.969 -0.077
C -11.102 -2.308 -0.827
C -9.698 -4.334 -0.418
H -9.738 -1.320 1.113
H -12.030 -2.875 -0.721
H -10.817 -2.269 -1.881
H -11.260 -1.293 -0.463
H -9.849 -4.973 0.455
H -8.643 -4.371 -0.699
H -10.310 -4.693 -1.245
C -1.936 1.744 4.984
O -1.436 1.472 3.907
N -1.253 1.908 6.143
C -1.917 2.231 7.388
C 0.189 1.755 6.133
H -3.024 1.882 5.098
H -1.531 3.182 7.763
H -1.714 1.443 8.117
H -2.995 2.315 7.245
H 0.622 2.479 5.439
H 0.442 0.748 5.791
H 0.597 1.915 7.131
C 3.584 2.621 -1.870
O 3.125 3.369 -1.024
N 4.457 1.613 -1.633
C 4.957 0.761 -2.693
C 4.904 1.376 -0.273
H 3.309 2.713 -2.934
H 4.677 -0.272 -2.476
H 6.046 0.846 -2.735
H 4.538 1.051 -3.658
H 4.039 1.161 0.357
H 5.397 2.276 0.105
H 5.598 0.537 -0.241
C 5.241 -3.052 -2.040
O 4.698 -2.232 -1.319
N 4.615 -4.068 -2.678
C 5.330 -5.006 -3.522
C 3.180 -4.223 -2.510
H 6.327 -3.024 -2.234
H 4.922 -4.958 -4.532
H 5.201 -6.015 -3.122
H 6.393 -4.768 -3.555
H 2.677 -3.317 -2.853
H 2.955 -4.367 -1.451
H 2.820 -5.079 -3.080
C 7.823 -4.295 -6.353
O 6.635 -4.555 -6.334
N 8.355 -3.052 -6.231
C 9.785 -2.819 -6.262
C 7.461 -1.920 -6.065
H 8.586 -5.082 -6.474
H 10.092 -2.354 -5.323
H 10.020 -2.150 -7.094
H 10.329 -3.755 -6.392
H 6.862 -2.065 -5.163
H 6.790 -1.863 -6.924
H 8.029 -0.994 -5.981
C 0.611 5.413 3.120
O 0.073 5.491 4.211
N 1.163 6.450 2.441
C 1.787 6.275 1.142
C 1.129 7.774 3.032
H 0.691 4.455 2.583
H 2.833 6.582 1.204
H 1.267 6.897 0.410
H 1.739 5.233 0.824
H 1.647 7.752 3.994
H 0.090 8.064 3.203
H 1.608 8.498 2.374

***

108
Properties=species:S:1:pos:R:3 method="wB97M-V/def2-TZVPD" orbital_gap_ev=8.05 total_charge=+1 lumo_energy_ha=-0.0816 homo_energy_ev=-10.271
C -1.363 5.675 3.192
C -0.154 4.757 3.106
O 0.725 5.121 2.050
C 0.424 4.494 0.821
C 0.834 3.016 0.809
O -0.287 2.131 0.825
C -1.013 1.691 -0.277
C -0.892 2.445 -1.629
B 0.387 2.681 -2.586
O 1.503 3.382 -2.185
O 0.344 2.209 -3.886
C -2.481 1.870 0.163
C -3.152 0.502 0.340
C -4.005 0.238 -0.924
C -5.510 0.522 -0.701
C -6.008 1.935 -1.028
C -5.880 2.967 0.112
N -6.162 2.401 1.410
C -5.299 2.417 2.481
C -5.893 1.765 3.553
C -7.182 1.348 3.107
C -7.316 1.759 1.790
C -1.914 -0.415 0.729
C -1.676 -0.027 2.197
O -0.458 -0.562 2.702
C -0.324 -0.450 4.046
C 0.905 -1.139 4.557
O -1.118 0.131 4.697
C -2.273 -1.939 0.757
I -4.319 -2.416 1.028
C -1.506 -3.036 0.826
C -2.007 -4.465 0.912
I 0.589 -3.036 0.848
N -0.856 0.109 -0.285
C 0.629 -0.085 0.058
C -1.064 -0.726 -1.546
C -0.439 -0.389 -2.892
C 1.067 -0.513 -3.025
I -1.323 -1.903 -4.179
H -1.868 5.565 4.151
H -1.053 6.707 3.035
H -2.095 5.432 2.415
H 0.423 4.788 4.032
H -0.487 3.718 2.986
H 0.978 5.060 0.075
H -0.656 4.575 0.637
H 1.343 2.840 1.761
H 1.561 2.785 0.036
H -1.203 3.457 -1.342
H -1.702 2.062 -2.252
H 1.428 4.340 -2.149
H 0.108 2.880 -4.536
H -2.482 2.394 1.120
H -3.039 2.519 -0.505
H -3.782 0.625 1.222
H -3.925 -0.779 -1.303
H -3.673 0.882 -1.746
H -5.762 0.284 0.333
H -6.075 -0.183 -1.314
H -5.518 2.329 -1.924
H -7.068 1.856 -1.287
H -6.567 3.793 -0.087
H -4.875 3.387 0.158
H -4.338 2.907 2.413
H -5.461 1.627 4.531
H -7.924 0.819 3.686
H -8.148 1.634 1.114
H -2.517 -0.451 2.752
H -1.702 1.045 2.359
H 0.587 -1.986 5.164
H 1.475 -0.440 5.166
H 1.517 -1.513 3.739
H -1.181 -5.168 0.884
H -2.662 -4.690 0.066
H -2.556 -4.629 1.841
H 1.176 0.745 -0.374
H 0.771 -0.103 1.126
H 1.002 -0.995 -0.394
H -2.130 -0.856 -1.688
H -0.708 -1.722 -1.275
H -0.838 0.504 -3.347
H 1.392 -1.530 -2.799
H 1.607 0.180 -2.379
H 1.353 -0.291 -4.053
C 3.757 -2.651 -2.094
O 3.039 -2.041 -1.306
N 4.085 -3.941 -1.970
C 4.914 -4.643 -2.936
C 3.565 -4.647 -0.810
H 4.184 -2.173 -2.990
H 4.360 -5.474 -3.376
H 5.817 -5.030 -2.467
H 5.212 -3.962 -3.729
H 2.480 -4.559 -0.816
H 3.929 -4.171 0.103
H 3.875 -5.687 -0.827
C 9.168 -4.291 -3.001
O 8.190 -4.903 -3.388
N 9.219 -3.568 -1.866
C 10.417 -2.864 -1.454
C 8.033 -3.499 -1.031
H 10.116 -4.281 -3.562
H 10.768 -3.228 -0.487
H 10.229 -1.791 -1.375
H 11.201 -3.025 -2.190
H 7.736 -4.495 -0.701
H 7.198 -3.063 -1.583
H 8.248 -2.882 -0.162

***

115
Properties=species:S:1:pos:R:3 method="wB97M-V/def2-TZVPD" orbital_gap_ev=2.82 total_charge=+1 lumo_energy_ha=-0.3101 homo_energy_ev=-11.253
Al -2.075 -2.609 -1.324
C -3.657 -3.407 2.522
C -3.775 -1.942 3.038
C -3.425 -1.970 4.562
C -3.103 -0.619 5.127
C -2.086 0.088 4.208
C -2.543 0.335 2.777
N -2.916 -1.001 2.237
O -3.276 -1.005 0.948
C -1.305 0.903 1.981
C -3.753 1.359 2.841
C -5.263 -1.498 3.020
H -4.118 -3.751 1.597
H -4.072 -4.056 3.295
H -2.651 -3.831 2.535
H -2.517 -2.578 4.588
H -4.168 -2.512 5.144
H -2.699 -0.785 6.127
H -4.011 -0.069 5.381
H -1.224 -0.575 4.090
H -1.617 0.951 4.678
H -0.556 0.119 1.871
H -0.936 1.841 2.388
H -1.612 1.082 0.949
H -4.146 1.659 1.870
H -3.514 2.260 3.407
H -4.546 0.945 3.462
H -5.420 -0.736 2.255
H -5.623 -1.026 3.934
H -5.992 -2.280 2.812
P 0.295 0.432 -2.354
F 0.362 -1.228 -2.350
F 1.642 0.433 -1.380
F 1.305 0.501 -3.598
F 0.092 2.027 -2.385
F -1.055 0.282 -3.302
F -0.668 0.185 -1.051
C 1.551 -4.078 2.273
C 2.017 -2.952 1.343
C 0.722 -2.260 1.192
O -0.247 -3.265 0.922
C 0.147 -4.382 1.762
H 1.479 -3.807 3.325
H 2.244 -4.916 2.191
H 2.255 -3.292 0.332
H 2.891 -2.387 1.661
H 0.743 -1.461 0.449
H 0.324 -1.862 2.131
H -0.047 -5.293 1.196
H -0.440 -4.521 2.674
C -4.948 1.692 -2.310
C -5.984 0.573 -2.450
C -5.124 -0.712 -2.514
O -3.758 -0.401 -2.380
C -3.727 0.899 -1.810
H -5.246 2.504 -1.649
H -4.753 1.966 -3.346
H -6.548 0.605 -3.382
H -6.735 0.537 -1.661
H -5.365 -1.211 -3.453
H -5.519 -1.403 -1.763
H -2.845 1.366 -2.246
H -3.715 0.886 -0.717
C 4.432 0.038 0.352
C 5.329 -1.195 0.283
C 5.620 -1.410 1.734
O 5.656 -0.161 2.434
C 4.672 0.607 1.753
H 3.394 -0.298 0.359
H 4.564 0.663 -0.530
H 6.116 -1.197 -0.469
H 4.702 -2.031 -0.035
H 6.556 -1.910 1.989
H 4.880 -2.013 2.269
H 5.091 1.614 1.759
H 3.769 0.665 2.366
C 3.868 -2.410 -3.268
C 3.241 -3.400 -4.305
C 2.134 -2.748 -5.157
O 2.599 -2.974 -6.475
C 3.887 -3.564 -6.441
O 4.522 -3.894 -7.401
O 4.293 -3.713 -5.184
H 4.395 -1.587 -3.748
H 4.514 -3.049 -2.664
H 3.211 -1.959 -2.523
H 3.017 -4.235 -3.641
H 1.785 -1.747 -4.910
H 1.291 -3.426 -5.002
C 4.247 2.698 -3.557
C 3.866 3.881 -2.635
C 2.993 3.446 -1.441
O 3.764 4.015 -0.373
C 4.980 4.433 -0.709
O 5.824 4.984 -0.025
O 5.037 4.475 -2.031
H 4.542 3.185 -4.485
H 3.390 2.025 -3.610
H 5.039 2.029 -3.218
H 3.217 4.480 -3.273
H 2.763 2.388 -1.315
H 2.007 3.910 -1.471
C -2.340 3.980 -0.249
C -1.543 4.237 1.023
C 0.023 3.999 0.805
O 0.629 5.254 0.500
C -0.265 6.190 0.771
O -0.021 7.361 0.943
O -1.491 5.596 1.212
H -2.690 2.948 -0.170
H -1.779 4.025 -1.183
H -3.174 4.676 -0.330
H -1.890 3.596 1.833
H 0.135 3.210 0.060
H 0.453 3.563 1.708

***

104
Properties=species:S:1:pos:R:3 method="wB97M-V/def2-TZVPD" relative_energy_kj_mol=97.5 multiplicity=3 orbital_gap_ev="7.75 / 9.23" total_charge=+1 lumo_energy_ha="-0.0680 / -0.0686" s_squared=2.00 homo_energy_ev="-9.601 / -11.099"
Ti 11.367 11.187 12.731
C 12.961 13.954 13.558
C 13.400 13.438 14.925
N 14.453 12.413 14.768
C 15.823 12.919 14.711
C 16.138 13.783 13.433
S 15.812 12.829 11.870
C 14.547 13.747 10.969
C 13.160 13.190 11.208
N 12.843 12.821 12.602
H 13.611 14.777 13.253
H 12.025 14.401 13.798
H 12.494 13.071 15.414
H 13.615 14.309 15.548
H 14.362 11.664 15.427
H 16.406 11.952 14.769
H 16.058 13.437 15.643
H 17.204 13.997 13.361
H 15.565 14.688 13.497
H 14.808 13.687 9.937
H 14.755 14.781 11.332
H 12.955 12.290 10.651
H 12.355 13.881 10.940
H 13.655 12.242 12.883
C 14.190 8.741 14.313
C 14.659 9.403 13.004
C 16.140 9.105 12.739
C 13.753 9.086 11.891
C 13.924 8.235 10.749
C 12.691 8.240 10.113
C 12.271 7.521 8.893
C 12.005 8.431 7.679
C 13.228 6.394 8.323
N 11.823 8.998 10.854
N 12.506 9.509 11.928
B 10.249 9.038 10.816
N 9.733 10.444 10.466
N 10.294 11.607 10.953
C 9.459 12.563 10.602
C 8.421 12.117 9.851
C 8.604 10.702 9.800
C 7.693 9.690 9.189
C 6.279 10.217 9.415
C 8.133 9.330 7.705
C 9.721 13.987 11.153
C 8.990 14.141 12.469
C 9.192 15.069 10.163
N 9.772 8.571 12.271
N 9.868 9.499 13.244
C 9.482 8.916 14.365
C 9.153 7.529 14.121
C 9.363 7.362 12.815
C 8.949 6.060 12.071
C 7.483 6.252 11.812
C 9.703 5.695 10.784
C 9.578 9.633 15.639
C 10.435 10.894 15.547
C 10.266 8.808 16.730
H 14.661 9.204 15.173
H 14.566 7.773 14.182
H 13.067 8.723 14.304
H 14.609 10.435 13.181
H 16.322 8.069 12.706
H 16.972 9.505 13.409
H 16.288 9.657 11.793
H 14.848 7.719 10.464
H 11.308 7.080 9.109
H 12.975 8.822 7.255
H 11.454 9.345 7.902
H 11.553 7.755 6.962
H 14.241 6.758 8.061
H 12.812 5.814 7.467
H 13.323 5.579 9.022
H 9.907 8.292 9.994
H 7.532 12.648 9.493
H 7.682 8.816 9.780
H 6.009 10.922 8.636
H 6.142 10.743 10.358
H 5.627 9.359 9.345
H 8.465 10.175 7.098
H 7.245 8.881 7.188
H 8.935 8.643 7.838
H 10.808 14.061 11.319
H 8.001 13.698 12.502
H 8.954 15.231 12.740
H 9.572 13.495 13.146
H 8.074 14.990 10.095
H 9.618 14.971 9.104
H 9.458 16.026 10.517
H 8.915 6.660 14.687
H 9.175 5.312 12.799
H 7.388 7.161 11.173
H 6.975 6.421 12.763
H 7.028 5.387 11.362
H 9.253 6.223 9.937
H 9.463 4.666 10.548
H 10.782 5.840 10.834
H 8.598 9.964 16.003
H 10.477 11.349 16.518
H 9.918 11.596 14.834
H 11.470 10.682 15.169
H 11.282 8.666 16.392
H 9.828 7.816 16.986
H 10.309 9.412 17.657